ORCA calculation (ωB97M-V with the def2-TZVPD basis set) on a molecular structure, C21H33BeCl2N4O3 in a non-equilibrium geometry.

Geometry as XYZ:
```
64
Properties=species:S:1:pos:R:3:lowdin_charge:R:1
O -0.438 1.511 -2.425 -0.022
C -0.689 1.110 -3.543 -0.209
C -0.272 1.746 -4.837 -0.178
C 0.894 2.531 -4.911 -0.016
H 1.597 2.530 -4.075 0.120
C 1.135 3.300 -6.056 -0.085
H 2.031 3.922 -6.110 0.099
C 0.225 3.290 -7.124 -0.099
H 0.392 3.934 -7.990 0.096
C -0.895 2.447 -7.076 -0.095
H -1.589 2.410 -7.919 0.097
C -1.128 1.662 -5.944 -0.049
H -1.979 0.977 -5.893 0.112
H -1.301 0.186 -3.679 0.128
C -2.356 2.155 -0.134 -0.186
C -1.882 1.089 0.743 -0.377
H -3.278 2.642 0.219 0.048
H -2.483 1.752 -1.145 0.054
H -1.554 2.899 -0.226 0.009
C -2.505 0.464 1.730 -0.257
C -3.735 0.914 2.498 -0.137
H -2.126 -0.491 2.132 0.048
H -4.333 1.647 1.929 0.046
H -3.446 1.360 3.468 0.050
H -4.350 0.029 2.728 0.049
Be -0.072 0.661 0.611 -0.512
Cl 0.895 2.275 0.110 0.297
Cl -0.300 -0.934 -0.496 0.337
H 3.579 -0.360 -2.044 0.088
H 4.880 1.500 -0.384 0.081
C 2.821 -0.028 -1.313 -0.117
C 4.104 1.279 0.364 -0.096
N 3.382 0.066 0.016 -0.198
H 1.970 -0.721 -1.302 0.002
C 3.509 -1.054 0.784 -0.339
O 2.865 -2.102 0.645 -0.039
H 4.564 1.132 1.350 0.076
H 4.277 -0.917 1.580 0.127
H 2.445 0.962 -1.586 0.036
H 3.390 2.115 0.401 0.015
H -1.599 -6.263 2.353 0.081
H -0.219 -5.789 0.114 0.081
C -2.190 -5.383 2.072 -0.063
C -0.895 -4.932 -0.003 -0.058
N -1.377 -4.473 1.290 -0.199
H -2.523 -4.856 2.965 0.077
C -1.313 -3.169 1.638 -0.352
O -1.932 -2.651 2.571 -0.023
H -0.357 -4.111 -0.486 0.077
H -0.638 -2.576 0.986 0.009
H -3.058 -5.720 1.488 0.085
H -1.732 -5.244 -0.647 0.085
C 0.756 1.250 5.694 -0.031
N 0.845 0.661 4.367 -0.131
C 1.214 -0.655 4.092 -0.050
C 0.944 -0.867 2.775 -0.089
N 0.426 0.302 2.232 -0.006
C 0.387 1.208 3.215 -0.103
H 0.011 0.695 6.290 0.095
H 1.732 1.199 6.193 0.086
H 0.444 2.297 5.592 0.090
H 1.624 -1.316 4.838 0.111
H 1.106 -1.744 2.173 0.084
H 0.099 2.245 3.095 0.136
```

Computed properties:
Net charge: -1
Energy above the lowest of the compared OMol25 structures with the same formula, charge and spin in eV: 0.0000
HOMO level in eV: -2.493
Orbital gap in eV: 5.201